Formula: C19H34BrFeGeNS5Se
Source: the OMol25 dataset
Level of theory: ωB97M-V with the def2-TZVPD basis set

The charge is +2. For the energy above the lowest of the compared OMol25 structures with the same formula, charge and spin, the calculation gives 0.0 kcal per mole.

```
63
Properties=species:S:1:pos:R:3:forces:R:3
Fe -1.2845 -0.3556 -0.5112 0.2 -0.2 0.0
C -2.1084 -1.3324 2.4682 0.0 0.0 0.0
C -1.3608 -0.0486 2.7805 0.0 0.0 0.0
S -1.2253 1.0768 1.3553 0.0 0.0 0.0
C -2.9002 1.8532 1.3809 0.0 0.0 0.0
C -3.7129 1.6451 0.1097 -0.1 0.0 0.0
S -3.5652 -0.1076 -0.2867 0.1 0.0 0.1
C -4.2723 -0.3223 -1.9362 0.0 0.0 0.0
C -3.5106 -1.3935 -2.7348 0.0 0.0 0.0
S -1.8924 -1.9544 -2.0938 0.0 0.1 0.0
C -2.2552 -3.4385 -1.0982 0.0 0.0 0.0
C -2.6138 -3.1616 0.3519 0.0 0.0 0.0
S -1.3143 -2.0888 1.0207 0.0 0.1 0.0
H -3.1580 -1.1532 2.2337 0.0 0.0 0.0
H -2.0425 -2.0215 3.3098 0.0 0.0 0.0
H -0.3357 -0.2661 3.0687 0.0 0.0 0.0
H -1.8285 0.5048 3.5944 0.0 0.0 0.0
H -2.7586 2.9169 1.5661 0.0 0.0 0.0
H -3.4250 1.4329 2.2378 0.0 0.0 0.0
H -3.3456 2.2394 -0.7242 0.0 0.0 0.0
H -4.7579 1.8936 0.2927 0.0 0.0 0.0
H -4.2495 0.6364 -2.4528 0.1 0.0 0.0
H -5.3118 -0.6171 -1.8075 0.0 0.0 -0.1
H -3.2695 -0.9983 -3.7201 -0.1 0.0 0.0
H -4.1117 -2.2865 -2.8977 0.0 0.0 0.1
H -1.3366 -4.0240 -1.1619 0.0 0.0 0.0
H -3.0343 -4.0028 -1.6096 0.0 0.0 0.0
H -2.6310 -4.0938 0.9161 0.0 0.0 0.0
H -3.5808 -2.6698 0.4525 0.0 0.0 0.0
C 3.4680 1.9311 0.7011 0.0 0.0 0.0
Ge 4.6512 0.5586 1.4447 0.0 0.0 0.0
C 6.2132 1.3457 2.2934 0.0 0.0 0.0
C 5.2151 -0.7009 0.0598 0.0 0.0 0.0
C 3.6076 -0.3508 2.8485 0.0 0.0 0.0
Se 1.9605 -1.1940 2.2313 0.0 0.0 0.0
C 2.6590 -2.8888 1.5889 0.1 0.0 0.1
H 3.8783 2.3428 -0.2220 0.0 0.0 0.0
H 3.3565 2.7495 1.4135 0.0 0.0 0.0
H 2.4779 1.5196 0.4940 0.0 0.0 0.0
H 6.8217 1.8785 1.5626 0.0 0.0 0.0
H 6.8307 0.5719 2.7491 0.0 0.0 0.0
H 5.9169 2.0516 3.0691 0.0 0.0 0.0
H 5.7830 -0.1678 -0.7038 0.0 0.0 0.0
H 4.3798 -1.2019 -0.4281 0.0 0.0 0.0
H 5.8668 -1.4654 0.4843 0.0 0.0 0.0
H 3.2821 0.4021 3.5688 0.0 0.0 0.0
H 4.1873 -1.0840 3.4087 -0.1 -0.1 0.0
H 3.5551 -2.7253 0.9969 0.0 0.0 0.0
H 1.8907 -3.3496 0.9708 0.0 0.0 0.0
H 2.8834 -3.5391 2.4296 0.0 0.0 0.0
S 1.8509 -0.7026 -1.6549 0.4 -0.1 0.0
C 0.5597 -0.6007 -0.8900 -0.7 0.2 0.0
Br -0.6360 5.2437 -1.7547 0.0 0.0 0.0
C -0.8255 3.5047 -2.4185 0.0 0.0 0.0
C -0.8370 3.2445 -3.7786 0.0 0.0 0.0
C -0.9563 1.9251 -4.1803 0.0 0.0 0.0
C -1.0815 0.9323 -3.2272 0.0 0.0 0.0
N -1.1087 1.1797 -1.9079 -0.1 0.1 0.0
C -0.9541 2.4551 -1.5239 0.0 0.0 -0.1
H -0.7392 4.0465 -4.4977 0.0 0.0 0.0
H -0.9423 1.6616 -5.2286 0.0 0.0 0.0
H -1.1217 -0.1027 -3.5363 0.0 0.0 0.0
H -0.9002 2.6661 -0.4671 0.0 0.0 0.0
```
Positions in Å, forces in eV/Å.